No. 1
DFT (ωB97M-V/def2-TZVPD) results for 11 unconnected molecules or ions with the total composition C33H66O33 at a distorted geometry.

CARTESIAN COORDINATES (ANGSTROEM)
1 C 2.893539 1.328012 0.754887
2 O 3.458398 0.656312 1.879055
3 C 3.511492 -0.670553 1.855956
4 O 3.092145 -1.375417 0.971423
5 O 4.178011 -1.092834 2.915404
6 C 4.614001 -2.447905 2.936436
7 H 2.090827 1.988414 1.076669
8 H 2.509768 0.668659 -0.021400
9 H 3.701633 1.929936 0.337882
10 H 4.821736 -2.791633 1.927196
11 H 3.822238 -3.064033 3.363781
12 H 5.459873 -2.540559 3.608425
13 C 2.317669 -0.891098 6.614595
14 O 1.988077 -1.992274 5.791673
15 C 1.134780 -1.777500 4.792415
16 O 0.729141 -0.704150 4.435859
17 O 0.838855 -2.951997 4.248577
18 C 0.064837 -2.840524 3.060160
19 H 1.856368 0.041259 6.289010
20 H 3.390384 -0.687287 6.559936
21 H 2.048914 -1.085297 7.649671
22 H -0.933910 -2.480929 3.322540
23 H -0.141389 -3.851529 2.719138
24 H 0.509645 -2.234304 2.278107
25 C 3.020021 7.283398 -6.635425
26 O 2.067875 6.550228 -5.887971
27 C 2.160503 5.226946 -5.925620
28 O 3.067064 4.590821 -6.382811
29 O 1.081304 4.720687 -5.349160
30 C 1.070032 3.311043 -5.150609
31 H 2.500401 7.917865 -7.361184
32 H 3.674802 6.645615 -7.220764
33 H 3.553869 7.974699 -5.988008
34 H 0.803325 2.705930 -6.009800
35 H 0.386356 3.136804 -4.318453
36 H 2.041073 3.046904 -4.723338
37 C -3.715550 -1.362712 0.081204
38 O -3.825869 -0.440969 1.144279
39 C -5.009264 0.088595 1.428477
40 O -6.049754 -0.224355 0.917922
41 O -4.846042 0.976534 2.393471
42 C -6.033420 1.585867 2.877165
43 H -3.257158 -0.892111 -0.787829
44 H -4.650266 -1.843351 -0.198644
45 H -3.038594 -2.152581 0.407285
46 H -5.712402 2.314516 3.616947
47 H -6.742230 0.888446 3.314496
48 H -6.528079 2.143581 2.080647
49 C -0.639264 0.096366 1.580141
50 O -0.634952 -0.220769 0.197583
51 C -0.316328 0.716561 -0.673005
52 O -0.179953 1.887631 -0.440448
53 O -0.275588 0.167147 -1.875568
54 C 0.095561 0.994242 -2.977398
55 H -1.440951 0.805713 1.804649
56 H 0.325006 0.276062 2.045164
57 H -1.078968 -0.774949 2.065561
58 H -0.770428 1.582593 -3.287266
59 H 0.374470 0.275744 -3.742181
60 H 0.934441 1.649189 -2.763573
61 C 0.285147 3.133126 3.605464
62 O 0.166007 4.116301 4.623641
63 C -1.025921 4.213711 5.203043
64 O -1.954108 3.474161 5.054971
65 O -0.981044 5.288435 5.988365
66 C -2.170869 5.647780 6.642875
67 H -0.150653 3.477321 2.666747
68 H -0.161950 2.177848 3.881783
69 H 1.350160 2.953708 3.471819
70 H -2.788531 6.377456 6.106838
71 H -1.885643 6.145237 7.569551
72 H -2.842570 4.816447 6.858479
73 C -1.170345 -4.804551 -4.407983
74 O 0.171241 -4.424917 -4.619297
75 C 0.695431 -3.470122 -3.871729
76 O 0.188536 -2.974176 -2.900732
77 O 1.849045 -3.092093 -4.400824
78 C 2.410098 -1.912026 -3.857013
79 H -1.655097 -4.919055 -5.374955
80 H -1.698785 -4.072065 -3.797871
81 H -1.241383 -5.766614 -3.896339
82 H 1.669850 -1.146558 -3.674506
83 H 3.107885 -1.551708 -4.616724
84 H 3.073663 -2.090238 -3.010193
85 C -4.285399 1.649630 8.599013
86 O -4.355098 0.994453 7.329051
87 C -3.221360 0.664905 6.732778
88 O -2.131558 0.651870 7.235815
89 O -3.501352 0.301653 5.483743
90 C -2.403846 0.068048 4.627242
91 H -4.483864 0.915637 9.376139
92 H -5.080883 2.390107 8.571995
93 H -3.327006 2.139175 8.745535
94 H -2.339891 -1.012412 4.465123
95 H -1.431309 0.412071 4.968737
96 H -2.558371 0.521807 3.648257
97 C 5.714927 0.489365 -3.928802
98 O 5.255168 1.755533 -3.508316
99 C 4.070530 1.788569 -2.911131
100 O 3.264030 0.895622 -2.911196
101 O 3.934536 2.994547 -2.379557
102 C 2.682231 3.293865 -1.816743
103 H 4.979701 -0.045140 -4.532725
104 H 5.851026 -0.190086 -3.078147
105 H 6.664262 0.638669 -4.423607
106 H 2.294256 2.575436 -1.097717
107 H 1.926471 3.559715 -2.559590
108 H 2.743156 4.242747 -1.277152
109 C -2.480622 -0.899736 -4.933609
110 O -2.380906 -1.992882 -5.871855
111 C -3.493703 -2.682178 -6.060798
112 O -4.498227 -2.599899 -5.400071
113 O -3.311424 -3.516671 -7.074979
114 C -4.410133 -4.353069 -7.427589
115 H -3.392599 -0.316100 -5.039706
116 H -1.595777 -0.284816 -5.018455
117 H -2.527280 -1.426676 -3.976425
118 H -4.529899 -5.154180 -6.705457
119 H -4.119936 -4.768318 -8.391689
120 H -5.300001 -3.755201 -7.607831
121 C -0.530697 -3.990139 -0.130971
122 O 0.856635 -4.226182 -0.367103
123 C 1.243737 -5.494623 -0.290211
124 O 0.537947 -6.449270 -0.214310
125 O 2.567735 -5.606173 -0.320714
126 C 3.368873 -4.441718 -0.274688
127 H -0.664342 -2.910251 -0.094372
128 H -0.900349 -4.498611 0.755043
129 H -1.098600 -4.316265 -1.004928
130 H 3.238465 -3.886391 0.654574
131 H 3.132531 -3.786558 -1.111908
132 H 4.419976 -4.717980 -0.319429

Cartesian forces (eV/Å) of the 6 atoms listed first:
C 0.23 0.30 -0.25
O -0.26 -0.02 0.46
C 0.23 -0.27 -0.81
O -0.21 -0.10 0.03
O 0.44 0.59 0.70
C -0.79 -0.54 0.06

## Properties
Calculated total energy ... -102858.0709 eV
Structure (SMILES) ... COC(=O)OC.COC(=O)OC.COC(=O)OC.COC(=O)OC.COC(=O)OC.COC(=O)OC.COC(=O)OC.COC(=O)OC.COC(=O)OC.COC(=O)OC.COC(=O)OC
Net charge ... 0
ΔE to the lowest compared entry with this formula, charge and spin ... 25.4 kcal/mol
Gap between HOMO and LUMO ... 11.0 eV

Results of the Mulliken charge analysis, in e, for atoms 1 through 4: -0.830 -0.346 0.718 -0.262

No. 2
DFT (ωB97M-V/def2-TZVPD) results for 3 unconnected molecules or ions with the total composition C33H67BN2O3 at a distorted geometry.

CARTESIAN COORDINATES (ANGSTROEM)
1 C 6.004095 -1.662010 -0.317641
2 C 4.738627 -1.734454 -1.113148
3 C 4.552604 -0.989942 -2.593076
4 B 3.103745 -0.205583 -2.555331
5 C 2.278575 0.369351 -3.857951
6 C 2.276232 2.002741 -3.998594
7 C 1.462337 2.793634 -2.800976
8 C -0.168645 2.890919 -3.154540
9 C -1.124438 2.805167 -1.817911
10 C -2.706422 2.630194 -2.332082
11 C -3.536581 2.071935 -1.033935
12 C -5.014342 1.446605 -1.364961
13 C -5.164427 0.750934 -2.841267
14 C -4.098475 -0.489019 -3.099408
15 C -4.809725 -1.925036 -3.452434
16 O -5.198364 -2.622852 -2.213650
17 C -4.009615 -3.162101 -1.530050
18 H 6.827248 -2.515584 -0.370101
19 H 6.185880 -0.756362 0.402898
20 H 3.842987 -2.338464 -0.631632
21 H 4.510513 -1.814573 -3.452739
22 H 5.433007 -0.212752 -2.787485
23 H 2.624200 -0.025306 -1.472695
24 H 1.175578 -0.033383 -3.795070
25 H 2.766244 -0.132283 -4.813910
26 H 3.398071 2.396331 -4.004232
27 H 1.837287 2.250910 -5.080409
28 H 1.641980 2.320196 -1.721535
29 H 1.877337 3.909056 -2.813994
30 H -0.506452 1.983844 -3.852552
31 H -0.422593 3.866241 -3.775599
32 H -0.986314 3.683562 -1.056983
33 H -0.864919 1.767652 -1.287719
34 H -3.041307 3.718129 -2.689949
35 H -2.654208 1.899682 -3.245040
36 H -3.720310 3.006413 -0.314439
37 H -2.829920 1.342803 -0.408982
38 H -5.213160 0.583257 -0.567581
39 H -5.910672 2.211729 -1.215146
40 H -6.256908 0.307392 -3.022252
41 H -5.021673 1.549921 -3.716780
42 H -3.278983 -0.561300 -2.241130
43 H -3.487150 -0.175831 -4.075466
44 H -4.023187 -2.562400 -4.067698
45 H -5.788200 -1.686825 -4.051580
46 H -4.290720 -4.154963 -0.977840
47 H -3.122275 -3.405825 -2.257592
48 H -3.685922 -2.375970 -0.721737
49 C 4.822206 -7.600399 0.057762
50 C 4.410467 -6.233062 0.677287
51 C 4.333126 -6.353786 2.226134
52 C 3.105808 -7.111334 2.723075
53 C 1.828318 -6.530991 2.128048
54 C 1.866198 -6.438330 0.578523
55 N 3.114060 -5.780456 0.067385
56 O 2.990914 -4.398484 0.300374
57 C 1.734657 -7.864567 -0.023796
58 C 0.565365 -5.719186 0.095289
59 C 5.608477 -5.284790 0.337416
60 H 5.905820 -7.674391 -0.094980
61 H 4.550768 -8.450389 0.688537
62 H 4.375894 -7.747476 -0.932393
63 H 4.321860 -5.352026 2.675506
64 H 5.236121 -6.847413 2.609339
65 H 3.189763 -8.177319 2.485788
66 H 3.058168 -7.046610 3.817524
67 H 0.975922 -7.142427 2.450651
68 H 1.664555 -5.535282 2.559026
69 H 1.842637 -7.841613 -1.114768
70 H 0.748676 -8.292454 0.191624
71 H 2.454371 -8.577950 0.375152
72 H 0.443472 -4.726452 0.541206
73 H -0.327015 -6.289690 0.376614
74 H 0.554502 -5.611729 -0.995826
75 H 5.713135 -5.153808 -0.747777
76 H 6.552618 -5.699927 0.712287
77 H 5.508816 -4.296329 0.793578
78 C -2.692861 6.806617 4.852208
79 C -2.506975 7.058016 3.327349
80 C -3.626651 6.330974 2.529090
81 C -3.441194 4.818944 2.448410
82 C -2.049702 4.466319 1.936314
83 C -0.912910 5.149082 2.744145
84 N -1.128705 6.623946 2.915691
85 O -0.834903 7.241443 1.686190
86 C -0.790678 4.466501 4.134607
87 C 0.450197 4.816241 2.055666
88 C -2.735683 8.597874 3.164595
89 H -3.274484 7.602299 5.333487
90 H -3.224695 5.876452 5.066640
91 H -1.732270 6.785764 5.379524
92 H -3.667422 6.725662 1.505301
93 H -4.606271 6.546678 2.976001
94 H -3.618826 4.357077 3.425550
95 H -4.194621 4.396717 1.771395
96 H -1.928348 3.375773 1.958356
97 H -1.984042 4.755043 0.879752
98 H -0.052642 4.981292 4.761265
99 H -0.456417 3.427371 4.033967
100 H -1.729732 4.417668 4.684020
101 H 0.478095 5.127544 1.006126
102 H 0.638077 3.736583 2.056883
103 H 1.285831 5.294361 2.580371
104 H -1.969492 9.170297 3.704074
105 H -3.712712 8.891636 3.568806
106 H -2.730285 8.918715 2.119557

Cartesian forces (eV/Å) of the 6 atoms listed first:
C 0.53 -0.02 0.19
C -0.20 0.03 -0.60
C -0.21 -0.86 1.01
B 0.38 0.31 -0.97
C 0.24 -0.66 -0.58
C 0.41 0.03 -0.21

## Properties
Calculated total energy ... -45091.6035 eV
Net charge ... 0
<S²> ... 3.013
Gap between HOMO and LUMO (alpha / beta) ... 6.9 / 9.0 eV
Multiplicity ... 3

Results of the Mulliken charge analysis, in e, for atoms 1 through 4: -0.970 -0.086 -0.409 0.340